A 2-piece molecular cluster, C4H10N2O2 overall at a distorted geometry, computed with ωB97M-V/def2-TZVPD.

The geometry in XYZ format:
```
18
Properties=species:S:1:pos:R:3:forces:R:3:nbo_charge:R:1
C -1.680181 1.665142 -1.193061 -0.1 -0.6 -0.3 -0.726
C -0.317926 1.272659 -1.707403 1.3 0.5 0.4 0.786
O 0.752674 1.749362 -1.351946 -1.7 -0.7 -0.6 -0.593
O -0.391401 0.272908 -2.626234 -0.7 0.6 0.5 -0.687
H -2.431413 1.552901 -2.008227 0.5 0.2 0.7 0.241
H -1.621412 2.684392 -0.811222 -0.2 -0.2 0.0 0.246
H -1.932665 0.942419 -0.386595 0.0 0.6 -0.4 0.237
H 0.501467 0.144205 -2.927575 0.9 -0.3 -0.3 0.495
N 1.719494 -0.351036 2.805048 -0.9 -0.1 0.2 -0.840
C 0.467428 -0.711075 2.169166 -0.4 -0.8 -0.8 -0.135
C 0.385267 -1.833481 1.404879 -0.2 1.9 0.6 -0.015
N -0.739005 -2.146342 0.610419 0.2 -0.4 -0.8 -0.823
H 1.546780 -0.287324 3.810000 0.3 0.1 -0.2 0.353
H 1.962267 0.583019 2.479116 0.1 -0.2 0.2 0.360
H -0.417901 -0.026975 2.281789 0.8 -0.7 -0.3 0.157
H 1.232860 -2.514557 1.384716 -0.2 0.1 -0.1 0.200
H -0.517400 -2.807690 -0.150867 -0.2 0.6 0.8 0.375
H -1.203718 -1.326379 0.204552 0.4 -0.6 0.4 0.369
```
Positions in Å, forces in eV/Å.

## Properties
Spin multiplicity ... 1
Electronic energy ... -418.3869 Eh
ΔE to the lowest compared entry with this formula, charge and spin ... 194.5 kJ/mol
SMILES string ... CC(=O)O.N/C=C/N

=====

C5H5N3O in the gas phase at a distorted geometry, computed with ωB97M-V/def2-TZVPD.

The geometry in XYZ format:
```
14
Properties=species:S:1:pos:R:3:forces:R:3:nbo_charge:R:1
C 2.032568 -0.388491 1.056798 -0.6 -4.0 3.2 -0.405
N 0.981075 -0.562553 0.172990 -5.1 6.1 -2.1 -0.159
N 0.296943 -1.655112 0.063181 -1.2 -1.8 -0.4 -0.206
C -0.919863 -1.509208 -0.430143 1.0 0.4 -0.3 -0.055
C -1.227971 -0.133446 -0.669018 3.1 0.4 1.7 -0.043
N -2.145310 0.770459 -1.098470 -2.4 -1.8 -0.5 -0.432
C -1.714263 1.901609 -0.778924 0.7 2.1 -1.2 0.330
O -0.468436 1.931597 -0.219863 1.4 -0.8 0.3 -0.422
C -0.146341 0.588960 -0.158005 0.7 -3.1 -0.1 0.341
H 1.833717 0.219690 1.929534 -0.3 0.2 0.1 0.206
H 2.136449 -1.503615 1.409839 0.5 2.1 -0.2 0.229
H 2.898867 -0.108210 0.609082 2.5 1.0 -1.5 0.201
H -1.460968 -2.388611 -0.669598 -0.5 -0.5 0.0 0.215
H -2.096469 2.836933 -1.217402 0.2 -0.3 1.0 0.200
```
Positions in Å, forces in eV/Å.

## Properties
Spin multiplicity ... 1
Electronic energy ... -432.9124 Eh
ΔE to the lowest compared entry with this formula, charge and spin ... 344.9 kJ/mol
SMILES string ... Cn1ncc2ncoc21

=====

A 2-piece molecular cluster, C3H10N2O overall at a distorted geometry, computed with ωB97M-V/def2-TZVPD.

The geometry in XYZ format:
```
16
Properties=species:S:1:pos:R:3:forces:R:3:nbo_charge:R:1
C 2.055200 -1.862940 -0.307486 -1.3 0.7 2.0 -0.555
C 1.630428 -0.681511 0.284393 1.7 0.3 -0.5 0.009
N 1.014089 -0.553195 1.549019 1.0 0.0 -0.6 -0.822
H 1.935616 -2.010304 -1.371415 1.1 0.4 -0.2 0.211
H 2.241659 -2.734727 0.338885 -0.9 0.1 -0.4 0.196
H 2.121197 0.234910 -0.199485 -1.8 -0.7 0.5 0.181
H 0.773646 0.345447 1.974128 0.5 -0.4 -0.9 0.397
H 0.235957 -1.169152 1.656371 -0.1 -0.5 0.1 0.382
N -1.188579 0.301749 -1.553090 0.8 2.3 -0.9 -0.817
C -1.907904 1.002138 -0.545020 -1.4 1.1 -0.5 0.080
O -1.220262 1.411505 0.598325 1.2 0.5 0.9 -0.735
H -0.439749 0.960947 -1.887040 -0.8 -1.2 0.2 0.343
H -0.730164 -0.446451 -1.103463 0.8 -1.2 0.3 0.363
H -2.362941 1.939962 -0.923556 0.0 -0.7 -0.5 0.143
H -2.698058 0.371968 -0.195670 -0.6 -0.5 0.3 0.163
H -0.759981 2.229371 0.361823 0.0 -0.3 0.3 0.460
```
Positions in Å, forces in eV/Å.

## Properties
Spin multiplicity ... 1
Electronic energy ... -304.9761 Eh
ΔE to the lowest compared entry with this formula, charge and spin ... 258.7 kJ/mol
SMILES string ... C=CN.NCO

=====

A 2-piece molecular cluster, C3H11N3O2 overall at a distorted geometry, computed with ωB97M-V/def2-TZVPD.

The geometry in XYZ format:
```
19
Properties=species:S:1:pos:R:3:forces:R:3:nbo_charge:R:1
C 1.134426 -1.569423 -0.947301 -0.1 -0.2 0.2 -0.713
C 0.972425 -0.873136 0.372069 0.9 2.1 0.3 0.685
O 1.010664 -1.380386 1.474988 -0.3 -0.1 -0.4 -0.613
N 0.802739 0.551292 0.278124 1.2 -1.0 -0.3 -0.201
N 1.204796 1.208490 -0.892110 -0.4 0.0 -0.1 -0.644
N 0.856762 1.346118 1.456214 -0.3 -0.4 -0.2 -0.667
H 0.340135 -1.291491 -1.634606 0.0 0.1 -0.1 0.244
H 1.121136 -2.642945 -0.778098 0.0 0.0 0.1 0.233
H 2.085644 -1.280744 -1.389804 0.0 0.0 -0.1 0.248
H 0.442675 1.815890 -1.190868 0.1 -0.2 0.1 0.362
H 2.012605 1.796974 -0.700630 0.0 -0.2 0.2 0.353
H 1.100996 0.712817 2.217596 0.0 0.0 -0.1 0.382
H -0.103752 1.660947 1.610589 0.2 0.0 0.3 0.351
C -2.020824 -0.291735 0.236054 2.2 1.6 1.8 -0.281
O -2.113534 0.798496 -0.675328 -0.4 0.1 -0.4 -0.749
H -2.168271 -1.258779 -0.252959 0.4 0.0 0.2 0.168
H -2.728153 -0.175909 1.066939 -0.1 -0.2 -0.2 0.162
H -0.922730 -0.035678 0.706982 -3.5 -1.7 -1.2 0.214
H -3.027739 0.909202 -0.957851 0.1 0.0 0.0 0.466
```
Positions in Å, forces in eV/Å.

## Properties
Spin multiplicity ... 1
Electronic energy ... -435.5682 Eh
ΔE to the lowest compared entry with this formula, charge and spin ... 320.7 kJ/mol
SMILES string ... CC(=O)N(N)N.CO

=====

> Which formula does entry 3 have?

C3H10N2O